C4H7O2Si | wB97M-V/def2-TZVPD

Computed properties:
Net charge = -1
Max |F| = 3.82 eV/Å
DFT total energy = -16234.5437 eV

The geometry in XYZ format:
```
14
C4H7O2Si, DFT wB97M-V/def2-TZVPD
C -0.975 0.593 0.640
C 0.128 -0.119 0.504
C -1.504 1.161 -0.794
C 0.858 -0.664 1.701
O -0.803 0.693 -1.768
O -2.445 1.924 -0.894
Si 0.527 -0.338 -1.419
H -1.509 0.918 1.525
H 0.310 -1.503 2.136
H 0.964 0.102 2.472
H 1.850 -1.017 1.417
H 0.067 -1.777 -1.314
H 1.757 0.525 -1.269
H 0.772 -0.497 -2.939
```

natural (NBO) population analysis, charges in e, atoms 1 to 6: atom 1 (C): -0.40, atom 2 (C): -0.33, atom 3 (C): 0.80, atom 4 (C): -0.66, atom 5 (O): -0.80, atom 6 (O): -0.67